# 1
The following is a quantum chemistry calculation of an isolated molecule of C11H11NOS2, from the OMol25 dataset.

Last column: Mulliken charge in e.
Positions of all 26 atoms, in Å:
C1 1.41860 -1.83637 0.44757  -0.82
S1 1.29149 0.62730 -0.87412  -0.01
H1 1.92878 -2.33495 1.27853  0.31
H2 -2.44829 2.71846 -1.83354  0.40
C2 2.04988 -0.50540 0.20016  0.57
C3 3.18928 0.00980 0.73474  -0.72
H3 4.32823 1.88705 0.59225  0.39
S2 -1.91240 1.02811 1.29181  -0.11
C4 -2.33497 2.02011 -1.02403  -0.46
C5 -2.33478 -1.53282 0.21027  -1.07
H4 1.48074 -2.47304 -0.44243  0.35
C6 -2.50731 0.62363 -1.16459  -0.74
H5 -2.57563 -1.77538 1.24614  0.38
H6 -2.75904 0.14309 -2.09253  0.43
C7 -0.94590 -2.07861 -0.13985  0.77
H7 2.48652 2.73283 -1.07236  0.40
C8 3.47000 1.31903 0.28123  -0.33
H8 -3.05948 -2.00439 -0.45416  0.32
N1 0.00802 -1.69651 0.73915  -0.13
C9 2.53236 1.78093 -0.58204  -0.54
O1 -0.72920 -2.77151 -1.10630  -0.65
C10 -2.32035 -0.05855 -0.00384  0.58
H9 -1.82120 3.36396 0.63165  0.45
H10 -0.23830 -1.04437 1.46969  0.24
H11 3.81258 -0.52720 1.42738  0.40
C11 -2.00963 2.38482 0.23920  -0.42

## Properties
LUMO energy	0.6	eV
HOMO	-8.724	eV
SMILES	O=C(Cc1cccs1)NCc1cccs1

---

# 2
The following is a quantum chemistry calculation of an isolated molecule of C11H11NS in a non-equilibrium geometry, from the OMol25 dataset.

Last column: Mulliken charge in e.
Positions of all 24 atoms, in Å:
C1 4.22905 0.90892 0.69242  -0.30
H1 -5.14321 -0.09754 -0.35749  0.28
C2 -3.34217 1.17555 -0.57420  -0.35
H2 2.27940 1.09579 1.68871  0.36
H3 0.82175 -1.58649 -0.57423  0.40
H4 -1.26487 -1.86003 0.63686  0.32
H5 -3.82799 -1.98915 0.47365  0.32
H6 3.18424 -1.63333 -1.57429  0.37
S1 4.86575 -0.03364 -0.63168  -0.12
C3 1.02360 -0.81485 0.17528  -0.51
H7 4.89268 1.54165 1.20820  0.46
C4 -2.01929 1.24564 -0.53296  -0.61
N1 0.12285 0.32848 0.08126  -0.19
H8 -1.41453 2.14421 -0.75428  0.23
C5 -1.25386 0.15683 -0.07161  0.84
H9 0.46810 1.16855 -0.43614  0.27
C6 3.32174 -0.80812 -0.86523  -0.37
C7 -1.88486 -1.01770 0.30689  -0.39
C8 2.40071 -0.34571 0.02252  0.16
C9 2.89450 0.67425 0.87916  -0.81
H10 -3.90285 2.03736 -0.88578  0.36
H11 0.84529 -1.22662 1.16222  0.34
C10 -3.27418 -1.09738 0.16131  -0.51
C11 -4.02188 0.03333 -0.23062  -0.55

## Properties
LUMO energy	0.8	eV
HOMO	-7.823	eV
SMILES	c1ccc(NCc2ccsc2)cc1

---

# 3
The following is a quantum chemistry calculation of an isolated molecule of C11H11NS in a non-equilibrium geometry, from the OMol25 dataset.

Last column: Mulliken charge in e.
Positions of all 24 atoms, in Å:
C1 -0.49684 0.07520 2.12973  -0.41
H1 3.08329 -0.13069 -0.75758  0.33
H2 0.46135 2.17042 -1.04876  0.43
H3 -2.64786 1.72678 -0.75232  0.33
C2 -0.95638 0.62013 -0.20758  0.72
C3 0.29844 1.45227 -0.20684  -0.06
H4 3.19335 -1.97943 -0.83309  0.32
S1 0.19378 -2.49232 -1.04079  -0.21
C4 0.67974 1.92959 1.17865  -0.46
C5 -1.29271 -2.27477 -0.17800  0.02
H5 2.92093 -1.10772 -2.30868  0.27
N1 -1.69997 -1.46076 0.66421  -0.66
C6 0.37350 0.00182 -0.68892  -0.78
H6 -1.65315 1.00380 -2.04991  0.43
C7 2.64095 -1.04315 -1.19801  -1.23
H7 0.80870 1.50626 3.23254  0.29
H8 1.26289 2.88963 1.31309  0.32
H9 -2.81479 -0.03061 -1.17748  0.37
H10 -0.62364 -0.53069 3.06534  0.38
C8 0.22837 1.28428 2.28444  -0.52
H11 -1.93455 -3.12083 -0.33381  0.36
C9 1.21535 -1.03653 -0.96041  1.01
C10 -2.12683 0.82498 -1.13871  -1.64
C11 -1.11392 -0.27765 1.01290  0.39

## Properties
LUMO energy	0.7	eV
HOMO	-7.293	eV
SMILES	CC1=C2[C@@H]3C=CC=C(N=CS1)[C@]23C

---

# 4
The following is a quantum chemistry calculation of C11H12AgN7O2S as an isolated structure in a non-equilibrium geometry, from the OMol25 dataset.

Last column: Mulliken charge in e.
Positions of all 34 atoms, in Å:
N1 1.50461 -1.41319 3.42209  -0.12
C1 -1.62460 -2.23695 -3.79379  -0.48
H1 0.21065 -2.05432 -2.71532  0.42
N2 -0.02803 3.77995 0.57080  -0.61
C2 2.54878 -2.18392 3.02362  -0.58
H2 3.70279 -3.86327 3.83755  0.41
H3 0.24235 -1.28762 5.08155  0.38
N3 0.26692 2.11693 2.32803  -0.83
C3 -1.47067 -1.37774 -1.56165  0.02
H4 -4.68068 -1.39916 -2.64248  0.35
C4 0.80092 4.37941 -0.22454  0.71
N4 2.14268 4.41754 -0.03009  -0.40
H5 -0.70107 5.00607 -1.42499  0.24
N5 0.28569 5.08585 -1.25060  -0.39
S1 1.90450 -3.08670 5.30218  -0.11
C5 1.06368 -1.76619 4.58408  -0.05
Ag1 0.33642 -0.01242 1.95501  0.24
C6 -0.85456 -1.90570 -2.69367  -0.31
C7 -2.99659 -2.06558 -3.77927  -0.41
C8 0.20441 2.91854 1.48514  0.86
H6 -3.58396 -2.34512 -4.64165  0.37
H7 -1.13721 -2.63750 -4.67090  0.35
C9 2.91481 -3.14188 3.91255  -0.19
H8 0.87828 5.52854 -1.92856  0.18
H9 -3.31367 -0.82283 -0.65007  0.43
H10 2.53174 3.84909 0.70359  0.21
O1 1.26342 -0.82588 -1.29535  -0.72
H11 3.00326 -2.00149 2.06474  0.41
N6 -0.75617 -1.00619 -0.40343  1.27
C10 -3.60993 -1.54060 -2.65183  -0.45
C11 -2.85550 -1.20979 -1.54533  -0.26
H12 2.76224 4.70208 -0.76665  0.22
N7 0.49880 -0.73331 -0.29233  -0.23
O2 -1.45431 -0.86668 0.69158  -0.91

## Properties
LUMO energy	0.2	eV
HOMO	-6.662	eV